C96H203F9N10O18S3 | wB97M-V/def2-TZVPD

Computed properties:
strongest force on any atom = 5.88 eV Å⁻¹
orbital gap = 0.3187 Ha

Structure (ORCA input):
```
! RIJCOSX wB97M-V def2-TZVPD def2/J DEFGRID3
* xyz 4 1
C 24.9043 9.1050 22.6572
C 24.2774 10.3949 22.0868
C 25.1402 11.1805 21.1182
N 24.4978 12.3584 20.4774
C 25.4732 13.2239 19.6926
C 26.5153 13.8735 20.6212
C 25.8055 14.9097 21.4363
C 24.8554 14.1143 22.3320
C 23.8820 13.2525 21.5015
C 23.4300 11.8740 19.5504
H 24.1110 8.6599 23.2956
H 25.8409 9.1845 23.1895
H 24.9995 8.4398 21.8154
H 24.0494 11.0382 23.0167
H 23.3609 10.2158 21.5506
H 25.4863 10.5533 20.3040
H 25.9312 11.6071 21.7376
H 26.0084 12.6362 18.9424
H 24.8145 13.9664 19.1535
H 26.9568 13.1420 21.3443
H 27.3272 14.2247 19.9833
H 26.5170 15.4405 22.1254
H 25.2205 15.5759 20.7379
H 25.5099 13.5805 23.0954
H 24.2274 14.8185 22.9323
H 23.1875 12.6316 22.0265
H 23.2678 13.9615 20.9782
H 23.9368 11.1342 18.9460
H 22.9827 12.7455 18.9832
H 22.6756 11.3798 20.1960
C 32.4774 19.9466 25.7487
C 32.9038 21.0064 24.7119
C 33.0685 22.3908 25.2725
N 31.7917 23.2070 25.2842
C 31.6213 23.5567 23.8582
C 30.4413 24.5176 23.5899
C 29.1211 24.0321 24.2119
C 29.3219 23.4587 25.5924
C 30.4876 22.5164 25.6543
C 31.9957 24.3975 26.0903
H 32.9881 20.1569 26.7092
H 32.8026 18.9787 25.4649
H 31.4328 19.9574 25.9776
H 32.3164 20.8564 23.8336
H 33.9415 20.7384 24.4874
H 33.7560 23.0537 24.6677
H 33.5203 22.3629 26.2615
H 31.4993 22.5951 23.3403
H 32.5003 24.0610 23.4753
H 30.4453 24.7316 22.4694
H 30.7751 25.4969 23.9409
H 28.8089 23.2405 23.4340
H 28.3231 24.8226 24.2137
H 28.4382 22.9009 25.8002
H 29.3472 24.3367 26.2623
H 30.2361 21.7502 24.9100
H 30.6401 22.1332 26.6751
H 32.0021 24.1182 27.1262
H 31.1993 25.1423 25.9110
H 32.9032 24.8267 25.6692
C 23.3206 20.9025 24.3083
C 22.1969 21.7595 23.6648
C 20.8098 21.0121 23.4690
N 20.1152 20.4318 24.6107
C 20.1267 21.3374 25.7772
C 19.2980 22.6166 25.6767
C 17.8803 22.2836 25.3893
C 17.7652 21.4047 24.1646
C 18.5840 20.1464 24.1985
C 20.7078 19.2008 24.9725
H 23.3478 20.8007 25.4299
H 24.3096 21.3394 24.0161
H 23.4015 19.8545 23.9863
H 22.3642 22.0210 22.6586
H 22.0921 22.7474 24.0641
H 21.0240 20.2012 22.7508
H 20.0827 21.5902 22.9931
H 21.1557 21.4773 26.0266
H 19.7118 20.7659 26.6326
H 19.7476 23.2077 24.8408
H 19.4697 23.1166 26.5760
H 17.2429 23.1769 25.3483
H 17.4537 21.7398 26.2587
H 18.0236 21.8807 23.1679
H 16.7433 21.0907 23.9667
H 18.6030 19.5712 23.2061
H 18.2545 19.4115 24.9367
H 21.7847 19.2294 25.2087
H 20.6404 18.5424 24.1170
H 20.1910 18.8019 25.8815
C 14.1361 24.1143 20.4257
C 15.4744 24.8166 20.0491
C 16.3004 23.7689 19.3361
N 17.6102 24.3108 18.8350
C 17.4721 25.3888 17.8475
C 18.8396 25.7225 17.2432
C 19.6061 24.5468 16.6225
C 19.7363 23.4565 17.6857
C 18.3638 23.1432 18.2536
C 18.3660 24.8925 20.0094
H 14.3958 23.2462 21.0357
H 13.6652 23.6542 19.5581
H 13.5436 24.8452 20.9305
H 15.9666 25.0689 20.9649
H 15.2919 25.8326 19.5717
H 15.8058 23.4179 18.5117
H 16.5728 22.9483 19.9868
H 16.8769 24.8832 17.0854
H 17.0112 26.2221 18.2494
H 18.6933 26.3841 16.4460
H 19.4840 26.2144 18.0010
H 19.1672 24.2522 15.6673
H 20.6114 24.9522 16.3684
H 20.1658 22.5496 17.3299
H 20.4246 23.7954 18.4671
H 17.6737 22.8343 17.4399
H 18.3769 22.3842 19.0633
H 17.9225 25.9142 20.2206
H 19.4435 25.0242 19.7938
H 18.2540 24.1848 20.8585
C 22.7083 18.1268 14.1740
C 22.9555 19.4858 13.3837
C 24.4359 19.7024 13.0971
N 24.8108 20.7082 12.0471
C 26.1607 20.2734 11.5641
C 26.7780 21.2054 10.5041
C 26.9219 22.6015 11.1335
C 25.6022 23.0695 11.5910
C 25.0434 22.1297 12.6235
C 23.7183 20.7844 11.0157
H 23.2841 18.1217 15.1049
H 23.0414 17.2090 13.6099
H 21.6728 18.1961 14.5116
H 22.5123 20.2803 13.9698
H 22.3387 19.3533 12.4962
H 24.7378 18.7800 12.6134
H 25.0383 19.7794 14.0184
H 26.8285 20.2533 12.4449
H 26.0209 19.2942 11.1667
H 27.8158 20.7757 10.3455
H 26.2334 21.2120 9.5746
H 27.5867 22.3753 11.9352
H 27.3445 23.2597 10.4015
H 25.6945 24.0630 12.0342
H 25.0151 23.2403 10.6795
H 25.8268 22.0185 13.4225
H 24.1531 22.4624 13.0704
H 23.5440 19.7655 10.6436
H 23.8956 21.5434 10.2369
H 22.8425 21.1137 11.5755
C 23.4745 23.4295 16.2760
C 24.9537 23.7446 15.9989
C 25.7492 23.7464 17.2925
N 26.9649 24.6390 17.2690
C 26.5561 26.0266 17.4772
C 26.1296 26.3545 18.8508
C 27.0478 25.8122 19.9640
C 27.4356 24.2985 19.7099
C 28.0025 24.1585 18.3152
C 27.6592 24.6360 15.9538
H 23.3419 22.3623 16.5439
H 22.8137 23.4616 15.4290
H 23.0655 24.1166 16.9818
H 24.9912 24.7467 15.5034
H 25.3873 22.9617 15.2983
H 26.2327 22.7996 17.4484
H 25.1272 24.0532 18.1772
H 25.8844 26.3586 16.6697
H 27.4989 26.5805 17.3048
H 25.1766 25.9181 19.1122
H 26.0237 27.4314 18.8942
H 26.5037 25.9204 20.9965
H 28.0618 26.2295 20.0285
H 26.6475 23.5744 19.8867
H 28.2012 24.0684 20.4467
H 28.1986 23.1449 17.9182
H 28.9003 24.6723 18.1246
H 27.0117 24.8820 15.1110
H 28.0772 23.6535 15.7240
H 28.4267 25.4113 16.0202
C 18.6245 15.0141 13.9193
C 17.4371 15.9192 14.1074
C 16.2030 15.0814 13.8621
N 14.9086 15.7904 14.2849
C 14.5043 16.6614 13.0163
C 13.1076 17.3401 13.1601
C 12.0692 16.2370 13.4093
C 12.4806 15.3491 14.5329
C 13.8546 14.8026 14.4577
C 15.1147 16.5149 15.5043
H 19.4767 15.6890 14.0252
H 18.8394 14.5117 12.9518
H 18.7338 14.3339 14.7629
H 17.4716 16.7040 13.3241
H 17.5783 16.3504 15.0816
H 16.2172 14.1725 14.4499
H 16.1199 14.8592 12.8158
H 14.4355 15.9349 12.1460
H 15.3102 17.3694 12.7931
H 13.0127 17.9755 12.2746
H 13.1805 17.9819 14.0344
H 11.8495 15.6096 12.5719
H 11.1369 16.7466 13.6696
H 11.7860 14.5100 14.5597
H 12.3824 15.9518 15.4376
H 13.9180 14.1651 13.5837
H 14.0139 14.1861 15.2940
H 15.4222 15.8630 16.2561
H 14.1891 16.9667 15.8587
H 15.7509 17.4006 15.3222
C 18.1617 9.5630 23.0785
C 18.9883 10.8080 23.2754
C 18.2283 12.0884 23.1695
N 19.0937 13.3191 23.2449
C 18.3508 14.5628 22.8137
C 18.0714 14.5325 21.2966
C 19.2792 14.2464 20.4378
C 20.0705 13.0336 20.9343
C 20.3664 13.2682 22.3696
C 19.4874 13.4159 24.7037
H 18.6873 8.6465 23.3095
H 17.7530 9.4312 22.0921
H 17.2426 9.6344 23.6360
H 19.7549 10.7665 22.4700
H 19.5695 10.8060 24.2676
H 17.4416 12.1137 23.9419
H 17.6382 12.1185 22.2180
H 17.4263 14.5256 23.4339
H 19.0948 15.3171 22.9707
H 17.2544 13.8442 21.0235
H 17.8083 15.6067 20.9872
H 19.0712 14.1482 19.3823
H 19.9769 15.1180 20.4471
H 19.4308 12.1132 20.7445
H 20.9811 12.9505 20.3996
H 20.9831 12.4986 22.8421
H 20.9663 14.1988 22.4439
H 18.6140 13.6703 25.2949
H 20.3477 14.0859 24.8308
H 19.7962 12.4075 24.8797
C 28.4173 16.7595 18.0675
C 29.6469 17.6399 17.8689
C 30.8541 16.6615 17.9899
N 32.2550 17.2244 18.0797
C 33.3540 16.1643 17.9291
C 33.3800 15.2287 19.0670
C 33.5541 15.9036 20.4118
C 32.4161 16.7766 20.6979
C 32.3882 17.8081 19.5045
C 32.3328 18.2866 17.0244
H 27.5652 17.5086 17.9234
H 28.3120 16.3090 19.0396
H 28.3111 15.9587 17.2867
H 29.7691 18.3564 18.7283
H 29.7043 18.1416 16.9222
H 30.8932 16.0461 17.0484
H 30.7597 16.0761 18.8759
H 33.0172 15.6195 17.0345
H 34.2417 16.7350 17.7637
H 32.4541 14.5823 18.9596
H 34.2947 14.6621 18.9652
H 33.7368 15.2393 21.2467
H 34.4666 16.4839 20.4531
H 31.4918 16.1973 20.7909
H 32.4489 17.3958 21.6047
H 31.5773 18.5227 19.6354
H 33.3321 18.3521 19.5324
H 32.0151 17.8813 16.0287
H 33.3500 18.7239 16.9696
H 31.5398 19.0707 17.1736
C 19.5466 19.6480 18.7695
C 20.7153 20.2421 19.5219
C 21.7569 19.0954 19.6770
N 23.3154 19.4623 19.4375
C 23.5316 20.7104 20.3562
C 25.0387 21.1019 20.4299
C 25.8237 19.8784 21.0093
C 25.6680 18.6686 20.0835
C 24.1940 18.2668 19.8982
C 23.5065 19.6098 17.9604
H 18.7027 20.2926 18.6680
H 19.2449 18.7634 19.2530
H 19.9649 19.3857 17.7767
H 20.4247 20.6739 20.5025
H 20.9879 21.1191 18.9654
H 21.5850 18.3214 18.9650
H 21.6579 18.7900 20.6733
H 23.1643 20.3418 21.2505
H 22.8796 21.4998 19.9111
H 25.1422 21.8528 21.1596
H 25.3553 21.4799 19.4663
H 25.3438 19.6868 21.9537
H 26.9131 20.0257 21.1529
H 25.9991 17.7662 20.6030
H 26.1820 18.8139 19.0958
H 23.8787 18.0750 20.8884
H 23.9078 17.4003 19.2496
H 24.5423 19.5493 17.7077
H 23.2116 20.5482 17.5532
H 22.9232 18.7686 17.5226
O 26.3540 19.4839 15.1986
C 27.1172 20.5542 15.7628
O 27.5024 20.3802 16.8822
O 27.2900 21.5174 14.9219
H 26.3575 18.8043 15.9351
O 17.3912 19.4685 21.3415
C 17.1374 20.7613 20.7264
O 16.2101 20.8461 20.0100
O 17.9974 21.6191 21.0666
H 16.5851 19.0578 20.9880
O 22.2636 15.9198 23.9650
C 22.0527 16.7223 22.7609
O 22.4799 17.8663 22.9381
O 21.4932 16.2710 21.7906
H 22.6576 16.5313 24.5343
C 21.9998 26.1868 21.2059
F 21.3614 26.2269 22.3966
F 21.1397 26.5770 20.2374
F 22.9300 27.1651 21.3344
S 22.5752 24.5163 20.8532
O 23.2661 24.0685 22.0665
O 21.3489 23.8114 20.5722
O 23.4193 24.6462 19.7027
C 23.3177 14.6120 16.1899
F 24.3167 15.4084 15.9629
F 22.4995 14.4997 15.1336
F 23.7667 13.3410 16.5064
S 22.3358 15.1415 17.6781
O 23.1867 14.9220 18.8347
O 22.1160 16.5162 17.2637
O 21.1387 14.3329 17.6577
C 29.3935 18.2095 22.8727
F 28.0467 18.2401 22.8698
F 29.8609 18.3664 24.1037
F 29.7920 17.0168 22.4360
S 30.0154 19.6034 21.8564
O 31.4323 19.4572 21.7705
O 29.3904 19.4326 20.5877
O 29.7494 20.7820 22.6752
*
```

=====

C4H7NO | wB97M-V/def2-TZVPD

Computed properties:
ΔE to the lowest compared entry with this formula, charge and spin = 5.445 eV
strongest force on any atom = 0.49 eV Å⁻¹
orbital gap (alpha / beta) = 0.2740 / 0.2740 Ha

Structure (ORCA input):
```
! RIJCOSX wB97M-V def2-TZVPD def2/J DEFGRID3
* xyz 0 1
C -0.2539 -1.5438 0.6774
N 0.5614 -0.3288 -0.2960
C 0.8558 0.0699 0.9595
C -0.1826 0.3500 -1.1690
C -0.4146 1.7687 -1.0883
O -1.0956 2.4133 -1.8717
H 0.3641 -2.1501 1.3386
H -0.5384 -2.1405 -0.1908
H -1.1472 -1.1518 1.1666
H 0.5552 1.0498 1.3410
H 1.6478 -0.4556 1.4788
H -0.4961 -0.1819 -2.0629
H 0.1441 2.3008 -0.2832
*
```

=====

C22H26ClHoORuSi | wB97M-V/def2-TZVPD

Computed properties:
strongest force on any atom = 2.43 eV Å⁻¹
orbital gap (alpha / beta) = 0.1957 / 0.2307 Ha

Structure (ORCA input):
```
! RIJCOSX wB97M-V def2-TZVPD def2/J DEFGRID3
* xyz -1 10
Ru 1.6470 -0.1709 -0.1740
Cl 3.8848 -0.7068 0.2095
C 1.6215 -1.1476 -1.9651
H 1.5371 -0.3716 -2.7380
H 1.0054 -2.0412 -2.2559
H 2.6664 -1.4783 -1.9287
Ho -0.8661 -1.1901 -1.2769
C -2.1004 -2.3759 0.3085
C -1.5660 -2.0562 -3.3635
C -0.3342 0.9613 -0.8630
H -2.0741 -1.2689 -3.9435
H -0.7302 -2.4386 -3.9688
H -2.2817 -2.8825 -3.2168
H -3.0000 -1.8189 0.6149
H -2.4253 -3.3508 -0.0885
H -1.4942 -2.5594 1.2074
H 0.2977 1.5064 -1.5931
H -0.5129 1.6274 -0.0071
O 1.0286 0.0291 1.7743
Si 1.4992 1.4166 2.4789
C 0.2999 2.8264 2.1812
C 0.7131 4.0807 1.7222
C -0.2390 5.0532 1.3769
C -1.5991 4.8086 1.5912
C -2.0044 3.5868 2.1411
C -1.0573 2.5976 2.4254
C 1.5405 1.2396 4.3528
C 1.9301 0.0147 4.9079
C 1.9500 -0.1531 6.2996
C 1.5531 0.8926 7.1384
C 1.1617 2.1147 6.5862
C 1.1578 2.2863 5.1972
C 3.1910 2.0696 1.9797
C 3.3979 2.4785 0.6588
C 4.6438 2.9768 0.2601
C 5.6947 3.0474 1.1689
C 5.4944 2.6225 2.4892
C 4.2462 2.1412 2.8956
H 1.7750 4.3012 1.6085
H 0.0891 5.9978 0.9472
H -2.3420 5.5641 1.3259
H -3.0587 3.3950 2.3364
H -1.3779 1.6327 2.8325
H 2.2223 -0.8111 4.2543
H 2.2703 -1.1064 6.7222
H 1.5456 0.7553 8.2221
H 0.8525 2.9377 7.2298
H 0.8489 3.2438 4.7689
H 2.5929 2.3860 -0.0842
H 4.7693 3.2952 -0.7748
H 6.6761 3.4077 0.8532
H 6.3123 2.6601 3.2066
H 4.0809 1.8334 3.9335
*
```

=====

C8H15NO5S | wB97M-V/def2-TZVPD

Computed properties:
SMILES = C[C@H]1COS(=O)(=O)N1.C=C(C)C.O=C=O
ΔE to the lowest compared entry with this formula, charge and spin = 0.568 eV
strongest force on any atom = 3.03 eV Å⁻¹
orbital gap = 0.3636 Ha

Structure (ORCA input):
```
! RIJCOSX wB97M-V def2-TZVPD def2/J DEFGRID3
* xyz 0 1
C 2.0844 2.0834 1.4606
C 1.4534 2.3665 0.0497
C 2.5097 2.4464 -1.0239
O 2.8596 1.0857 -1.4815
S 1.7478 0.0711 -1.0456
O 2.2684 -0.8067 -0.0458
O 1.0519 -0.4724 -2.1645
N 0.7338 1.1745 -0.3135
H 2.5606 3.0042 1.6948
H 2.7548 1.2503 1.4795
H 1.3340 1.8682 2.2033
H 0.7411 3.2649 0.1943
H 2.0244 2.9830 -1.8559
H 3.2375 3.0977 -0.4936
H 0.2130 0.7634 0.4232
C -1.2817 -1.0158 0.9686
C -1.1588 -1.8719 -0.0328
C -1.6735 -1.5315 -1.4103
C -0.2734 -3.0913 -0.0007
H -0.9570 -1.1502 1.9955
H -1.7602 -0.0899 0.8858
H -2.6643 -1.8535 -1.5744
H -1.2125 -2.0629 -2.1891
H -1.5313 -0.4809 -1.6317
H -0.7190 -3.9259 0.5461
H -0.1865 -3.5858 -0.9108
H 0.7004 -2.8096 0.2577
O 5.3571 -0.7136 0.7189
C 4.9598 -1.6886 1.1548
O 4.6203 -2.6515 1.6629
*
```

=====

C3H12N2O | wB97M-V/def2-TZVPD

Computed properties:
SMILES = C=C.NCO.N
ΔE to the lowest compared entry with this formula, charge and spin = 1.782 eV
strongest force on any atom = 1.23 eV Å⁻¹
orbital gap = 0.3654 Ha

Structure (ORCA input):
```
! RIJCOSX wB97M-V def2-TZVPD def2/J DEFGRID3
* xyz 0 1
C 2.2192 -3.8988 0.9794
C 1.4756 -2.8364 1.2886
H 3.1915 -3.9804 1.4490
H 1.8447 -4.7008 0.3618
H 1.7349 -2.1680 2.0952
H 0.5217 -2.7389 0.7856
N -0.5857 2.1125 0.7802
C -1.8746 1.5702 0.4184
O -2.8520 2.4994 0.0366
H 0.0409 1.3863 0.4617
H -0.2764 2.9682 0.3388
H -2.2511 0.9447 1.2373
H -1.8315 0.8307 -0.4016
H -2.5466 3.4145 0.1992
N 1.6125 0.0738 -2.7203
H 0.8891 0.5009 -3.2901
H 2.3054 -0.2920 -3.3727
H 1.1693 -0.8106 -2.4653
*
```